No. 1
{"formula": "C21H24F3HoNO4P2S", "method": "ωB97M-V/def2-TZVPD", "gap_ev": [7.12, 4.64], "fmax_ha_per_bohr": 0.09738, "charge": 1, "multiplicity": 5, "e_lumo_ev": [-3.53, -4.94], "species": ["C", "C", "C", "C", "C", "C", "C", "C", "C", "C", "C", "C", "C", "H", "H", "H", "H", "H", "H", "H", "N", "Ho", "C", "H", "H", "C", "H", "H", "P", "P", "C", "H", "H", "H", "C", "H", "H", "H", "C", "H", "H", "H", "C", "H", "H", "H", "C", "O", "H", "F", "C", "F", "F", "S", "O", "O", "O"], "xyz": [[2.105184, -3.358217, -3.232301], [1.237107, -2.303886, -2.969602], [-0.043011, -2.627739, -2.397570], [-0.099938, -3.809087, -1.603716], [0.819289, -4.838626, -1.819096], [1.889305, -4.639754, -2.694964], [-1.064997, -3.745879, -0.464099], [-2.350717, -3.123944, -0.905376], [-2.211139, -1.978971, -1.736840], [-3.226843, -0.967717, -1.615058], [-4.488188, -1.363393, -1.177233], [-4.708249, -2.631017, -0.619055], [-3.617261, -3.488483, -0.415726], [2.983751, -3.156772, -3.848747], [0.664085, -5.802774, -1.320446], [2.579119, -5.450555, -2.931598], [-1.203412, -4.711740, 0.035408], [-5.303507, -0.644440, -1.264851], [-5.713301, -2.923687, -0.308310], [-3.741975, -4.450389, 0.082085], [-1.127699, -1.808481, -2.556922], [0.065803, -0.863589, 0.682166], [1.610125, -0.862853, -3.173006], [0.807136, -0.366163, -3.730146], [2.564392, -0.791143, -3.710642], [-2.862019, 0.459634, -1.890211], [-2.367038, 0.518582, -2.866614], [-3.753252, 1.096177, -1.841212], [1.769017, 0.017045, -1.525063], [-1.640434, 1.098007, -0.627188], [-2.824462, 1.795675, 0.576060], [-2.259220, 2.312874, 1.360239], [-3.465848, 2.514455, 0.047819], [-3.435197, 0.995515, 1.013151], [-1.171467, 2.623482, -1.497097], [-2.066640, 3.257711, -1.563253], [-0.392886, 3.141751, -0.927468], [-0.812875, 2.381272, -2.505836], [3.443985, -0.567120, -1.058844], [4.135096, -0.384688, -1.892226], [3.780031, -0.014111, -0.174612], [3.430755, -1.636966, -0.818552], [2.211757, 1.674107, -2.142149], [2.345215, 2.348829, -1.288365], [3.154563, 1.618720, -2.705210], [1.424765, 2.070757, -2.795266], [0.653778, 1.379629, 1.106788], [0.994479, 2.435592, 1.436949], [-0.575033, -2.996565, 0.357986], [2.066477, -0.068190, 4.713435], [0.974905, -0.718484, 4.276246], [0.333621, -1.295194, 5.310729], [0.141153, 0.229258, 3.715334], [1.376235, -1.968741, 2.932504], [2.182324, -3.055806, 3.376056], [1.957648, -1.078478, 1.850245], [-0.036467, -2.247855, 2.467617]], "forces_ev_per_a": [[0.245, 0.100, 0.349], [-0.594, -0.426, -0.406], [0.254, -0.002, 0.239], [0.739, -0.288, -0.129], [-0.334, 0.130, 0.264], [-0.204, 0.224, -0.351], [0.302, 0.275, 0.510], [-1.000, 0.065, 0.543], [-0.195, 0.013, 0.392], [-0.024, -0.709, -0.541], [0.206, 0.252, 0.277], [0.218, -0.155, -0.269], [0.472, 0.371, -0.277], [-0.080, -0.099, 0.366], [0.240, 0.454, -0.062], [-0.236, 0.230, 0.090], [0.104, 0.305, 0.054], [0.143, -0.167, 0.254], [0.362, 0.078, -0.104], [0.047, 0.337, 0.075], [0.919, 1.160, 1.561], [-1.229, -0.264, -1.765], [-0.540, -0.292, -0.215], [0.186, 0.109, 0.001], [-0.242, 0.150, 0.071], [0.006, -0.460, -0.282], [-0.135, 0.186, 0.093], [0.206, -0.022, -0.252], [0.929, -0.459, -1.154], [-1.298, -0.056, -0.706], [0.063, 0.047, 0.104], [-0.293, -0.053, 0.007], [0.058, -0.165, 0.306], [0.118, 0.237, -0.001], [0.202, 0.166, 0.021], [0.345, -0.069, -0.105], [-0.117, 0.100, -0.263], [-0.031, 0.159, 0.294], [0.020, -0.024, 0.146], [-0.103, -0.076, 0.228], [0.025, -0.170, -0.118], [0.031, 0.212, -0.014], [-0.072, 0.339, 0.054], [0.018, 0.007, -0.238], [-0.292, 0.035, 0.147], [0.217, -0.051, 0.195], [1.531, 4.500, 1.576], [-1.066, -3.146, -1.149], [-1.152, -2.293, -1.472], [-0.880, -0.776, -0.396], [-0.023, 0.658, 0.884], [0.707, 0.549, -1.196], [0.678, -1.032, 0.432], [-0.658, 0.450, -1.044], [-0.607, 0.846, 0.033], [0.308, -1.003, 1.724], [1.503, -0.486, 1.218]]}

=====

No. 2
{"formula": "C21H24F3N3O2S", "method": "ωB97M-V/def2-TZVPD", "smiles": "CCc1csc(CCNC(=O)[C@@H]2CCC(=O)N(Cc3cccc(C(F)(F)F)c3)C2)n1", "gap_ev": 9.66, "fmax_ha_per_bohr": 0.02186, "multiplicity": 1, "e_lumo_ev": 0.55, "species": ["C", "C", "C", "C", "S", "C", "C", "C", "N", "C", "O", "C", "C", "C", "C", "O", "N", "C", "C", "C", "C", "C", "C", "C", "F", "F", "F", "C", "C", "N", "H", "H", "H", "H", "H", "H", "H", "H", "H", "H", "H", "H", "H", "H", "H", "H", "H", "H", "H", "H", "H", "H", "H", "H"], "xyz": [[-0.354229, 0.266794, 4.252927], [0.673159, 1.060819, 3.443769], [0.064544, 2.328201, 2.939807], [-0.000235, 3.507283, 3.614557], [-0.862666, 4.687687, 2.706999], [-1.080232, 3.487486, 1.450530], [-1.803833, 3.820103, 0.194012], [-2.445621, 2.580628, -0.443411], [-1.450255, 1.598871, -0.801300], [-0.987603, 1.485563, -2.061719], [-1.474290, 2.068728, -3.009253], [0.158610, 0.487950, -2.227269], [1.240390, 1.050967, -3.163222], [1.694791, 0.026119, -4.211921], [1.791421, -1.365760, -3.632048], [2.775310, -2.075488, -3.709339], [0.642686, -1.760595, -3.029400], [0.584290, -3.031434, -2.334730], [0.761222, -2.836234, -0.852364], [1.988990, -2.400912, -0.361145], [2.165925, -2.171153, 0.990539], [1.119743, -2.371710, 1.876655], [-0.104632, -2.801820, 1.388403], [-1.271498, -3.003017, 2.311016], [-2.162206, -1.990802, 2.219205], [-1.960823, -4.122199, 2.035607], [-0.923875, -3.076340, 3.602749], [-0.290288, -3.028457, 0.030025], [-0.417225, -0.801808, -2.832665], [-0.547672, 2.348811, 1.724500], [-0.698596, 0.851749, 5.102644], [0.081525, -0.656306, 4.626319], [-1.213719, 0.021821, 3.634256], [1.534994, 1.295306, 4.071045], [1.008125, 0.469322, 2.589778], [0.402306, 3.748626, 4.576873], [-1.097323, 4.255203, -0.520650], [-2.568409, 4.569838, 0.403154], [-3.152071, 2.125973, 0.255820], [-2.965857, 2.867218, -1.359706], [-0.915063, 1.256700, -0.012080], [0.585476, 0.243156, -1.249762], [2.099301, 1.373847, -2.573634], [0.837743, 1.922885, -3.682524], [0.974346, -0.003126, -5.032106], [2.665541, 0.303106, -4.622049], [1.404800, -3.635378, -2.733303], [-0.368911, -3.519860, -2.554108], [2.804527, -2.251195, -1.052846], [3.123441, -1.839515, 1.361741], [1.253797, -2.207286, 2.934155], [-1.251476, -3.369210, -0.326642], [-1.164613, -1.231220, -2.163435], [-0.903781, -0.559935, -3.784454]], "forces_ev_per_a": [[0.178, 0.002, -0.084], [-0.159, 0.003, 0.152], [0.347, 0.401, 0.596], [-0.081, 0.117, -0.214], [0.072, -0.740, -0.313], [-0.084, 1.006, 0.494], [-0.162, -0.153, -0.364], [-0.103, 0.217, -0.053], [-0.062, -0.043, 0.288], [0.337, -0.468, 0.357], [-0.124, 0.241, -0.466], [-0.255, 0.202, -0.175], [-0.031, 0.072, -0.014], [0.236, 0.065, 0.055], [-0.099, 0.219, -0.332], [0.453, -0.173, 0.010], [-0.114, -0.260, 0.051], [0.208, -0.125, -0.099], [-0.193, -0.055, 0.077], [0.004, -0.008, 0.067], [0.047, 0.030, -0.049], [-0.258, -0.093, -0.018], [0.015, -0.009, 0.160], [-0.281, 0.073, 0.145], [0.004, 0.138, -0.128], [0.045, -0.161, -0.178], [0.258, 0.006, 0.109], [0.193, 0.011, 0.064], [-0.164, 0.383, 0.055], [-0.139, -0.537, -0.381], [-0.047, 0.031, 0.084], [-0.026, -0.141, 0.055], [-0.099, -0.063, -0.019], [0.045, -0.042, -0.064], [0.086, 0.047, 0.022], [0.127, -0.018, 0.243], [-0.071, 0.027, 0.005], [0.006, 0.022, -0.051], [-0.021, 0.075, -0.065], [-0.015, -0.050, 0.170], [0.074, -0.064, -0.227], [-0.054, -0.039, -0.043], [0.001, 0.018, -0.017], [0.060, -0.037, 0.068], [-0.013, 0.010, -0.026], [-0.075, -0.122, -0.021], [-0.211, 0.011, 0.043], [0.070, -0.002, 0.025], [0.116, 0.018, -0.102], [0.106, 0.024, 0.025], [0.001, 0.012, 0.098], [-0.094, -0.042, -0.077], [0.018, -0.014, -0.059], [-0.070, -0.022, 0.122]]}

=====

No. 3
{"formula": "C21H24MoN2O3S2Se2", "method": "ωB97M-V/def2-TZVPD", "gap_ev": [4.05, 4.05], "fmax_ha_per_bohr": 0.03545, "charge": 2, "multiplicity": 1, "e_lumo_ev": [-9.43, -9.43], "species": ["Mo", "C", "C", "N", "N", "C", "S", "S", "C", "C", "C", "C", "C", "C", "C", "C", "C", "C", "C", "C", "C", "O", "H", "H", "H", "H", "H", "H", "H", "H", "H", "H", "H", "H", "H", "H", "O", "C", "C", "C", "O", "C", "Se", "C", "Se", "H", "H", "H", "H", "H", "H", "H", "H", "H", "H"], "xyz": [[-1.466189, -0.113385, -0.152981], [2.788347, -1.099005, 1.166027], [1.336937, -0.749161, 1.198298], [0.714495, -0.329209, 0.099675], [1.536565, -0.199874, -0.982036], [1.004905, -0.234044, -2.136035], [-0.751282, -0.435071, -2.334494], [1.969595, -0.047686, -3.586592], [2.466611, -1.811462, -3.863526], [3.519312, -2.269782, -2.906122], [3.218295, -3.190271, -1.906801], [4.216857, -3.666697, -1.068246], [5.519094, -3.209888, -1.207508], [5.824217, -2.282399, -2.196358], [4.830187, -1.812792, -3.037384], [0.619740, -0.964852, 2.431284], [1.292185, -1.026033, 3.664305], [0.629600, -1.382676, 4.813769], [-0.722287, -1.734798, 4.765797], [-1.414044, -1.698320, 3.573617], [-0.756087, -1.292190, 2.420274], [-1.414015, -1.209302, 1.252461], [3.111636, -1.348224, 0.161653], [3.001261, -1.925835, 1.838777], [3.384373, -0.238861, 1.489837], [2.837567, -1.779506, -4.887182], [1.564320, -2.417955, -3.827443], [2.207822, -3.576060, -1.814828], [3.982867, -4.411064, -0.317662], [6.294611, -3.580313, -0.550638], [6.841357, -1.934877, -2.318149], [5.073746, -1.098676, -3.815761], [2.337753, -0.751722, 3.707013], [1.155318, -1.401081, 5.757952], [-1.238465, -2.027666, 5.669820], [-2.461115, -1.963733, 3.509916], [-5.145487, 3.910877, 1.562608], [-4.786185, 4.204252, 0.230960], [-3.827145, 3.080675, -0.243469], [-3.474026, 3.404038, -1.703613], [-2.558364, 2.452724, -2.228807], [-2.640511, 3.141796, 0.726918], [-0.955238, 2.127550, 0.416316], [-4.649394, 1.799702, -0.088676], [-3.768275, 0.071665, -0.416945], [-5.792870, 4.545979, 1.885383], [-4.274126, 5.169339, 0.155109], [-5.660051, 4.231528, -0.429282], [-3.040422, 4.407188, -1.753735], [-4.391533, 3.391159, -2.299214], [-2.343451, 2.704926, -3.135857], [-2.971305, 2.869263, 1.727539], [-2.268800, 4.166478, 0.767800], [-5.529189, 1.829156, -0.729692], [-4.979718, 1.706176, 0.945925]], "forces_ev_per_a": [[0.068, 1.353, -1.220], [0.139, 0.126, -0.085], [0.109, 0.089, -0.102], [-0.411, -0.121, -0.042], [0.685, 0.198, 0.055], [-0.346, -0.064, 0.148], [0.192, -0.121, 0.496], [-0.162, 0.010, -0.245], [-0.008, 0.286, 0.234], [0.077, -0.117, 0.043], [-0.049, -0.019, -0.132], [0.057, -0.004, 0.087], [-0.069, -0.004, 0.053], [0.000, 0.067, 0.026], [-0.055, -0.042, -0.017], [-0.513, -0.112, -0.144], [0.096, 0.016, 0.011], [0.009, 0.010, 0.047], [0.045, 0.043, -0.070], [-0.277, -0.055, -0.307], [0.883, 0.260, 0.558], [-0.279, -1.528, 0.916], [0.037, -0.022, 0.004], [-0.072, 0.026, 0.017], [-0.054, 0.050, -0.010], [-0.063, -0.041, -0.036], [0.022, -0.066, -0.078], [-0.002, 0.000, -0.019], [-0.010, 0.007, 0.004], [0.022, -0.026, -0.038], [-0.005, 0.005, 0.003], [0.012, -0.007, 0.004], [-0.012, -0.065, 0.021], [0.013, 0.016, -0.010], [0.009, -0.022, 0.001], [0.013, -0.014, 0.054], [-0.017, -0.014, 0.053], [-0.064, 0.027, -0.002], [0.354, -0.238, -0.227], [-0.013, -0.022, 0.057], [0.000, -0.051, 0.137], [-0.127, -0.050, -0.084], [-0.311, -0.358, -0.134], [0.012, 0.526, -0.276], [-0.070, 0.373, 0.174], [-0.011, 0.049, -0.004], [0.019, -0.036, -0.024], [0.018, -0.028, 0.002], [-0.060, 0.045, 0.052], [-0.071, 0.114, 0.067], [-0.019, -0.054, 0.059], [0.080, 0.005, 0.016], [0.127, -0.035, -0.011], [0.048, -0.151, -0.077], [0.006, -0.212, -0.006]]}

=====

No. 4
{"formula": "C21H24N2O3S", "method": "ωB97M-V/def2-TZVPD", "smiles": "Cc1ccc(OCCSc2nc3ccccc3n2CC(=O)O)c(C(C)C)c1", "gap_ev": 8.50, "fmax_ha_per_bohr": 0.01415, "multiplicity": 1, "e_lumo_ev": 0.49, "species": ["C", "C", "C", "C", "C", "O", "C", "C", "S", "C", "N", "C", "C", "C", "C", "C", "C", "N", "C", "C", "O", "O", "C", "C", "C", "C", "C", "H", "H", "H", "H", "H", "H", "H", "H", "H", "H", "H", "H", "H", "H", "H", "H", "H", "H", "H", "H", "H", "H", "H", "H"], "xyz": [[0.732780, 0.033276, -3.852532], [0.829444, 0.740639, -2.533582], [-0.295256, 1.247561, -1.904351], [-0.188479, 1.879197, -0.679673], [1.040305, 2.011860, -0.042942], [1.172652, 2.619152, 1.187148], [0.181098, 2.398751, 2.163256], [0.445726, 1.159131, 3.022320], [0.746849, -0.351853, 2.050252], [-0.745785, -0.467246, 1.174379], [-1.846985, 0.158951, 1.475271], [-2.739222, -0.194878, 0.492965], [-4.059469, 0.191212, 0.302169], [-4.719936, -0.317291, -0.797601], [-4.095616, -1.187961, -1.690970], [-2.782940, -1.583951, -1.518306], [-2.113611, -1.075343, -0.419890], [-0.824177, -1.223498, 0.036838], [0.213547, -2.022488, -0.529857], [0.192409, -3.445490, 0.011960], [-0.591830, -3.872732, 0.808110], [1.174239, -4.173875, -0.526813], [2.201770, 1.574375, -0.698536], [3.590709, 1.811184, -0.153085], [3.821526, 1.141056, 1.201222], [3.868671, 3.313467, -0.063810], [2.061157, 0.939129, -1.923164], [1.006465, 0.709987, -4.662350], [-0.282768, -0.312607, -4.032459], [1.411908, -0.816977, -3.888017], [-1.268334, 1.150567, -2.364261], [-1.086070, 2.270280, -0.225506], [0.206355, 3.276266, 2.818174], [-0.818967, 2.311749, 1.733174], [1.351296, 1.274535, 3.617006], [-0.410580, 0.972145, 3.667776], [-4.540856, 0.862556, 0.994937], [-5.747904, -0.037653, -0.974676], [-4.653291, -1.561793, -2.536799], [-2.306135, -2.262721, -2.209748], [0.102342, -2.057440, -1.617355], [1.187474, -1.576428, -0.299885], [1.164853, -5.076905, -0.170503], [4.299467, 1.375979, -0.867738], [3.571877, 0.083251, 1.156445], [3.210044, 1.611940, 1.963205], [4.866474, 1.239503, 1.487964], [3.183711, 3.778577, 0.638776], [3.739075, 3.781394, -1.037593], [4.888781, 3.486799, 0.272365], [2.950673, 0.581357, -2.423946]], "forces_ev_per_a": [[0.036, 0.116, -0.018], [-0.127, -0.013, -0.009], [0.172, -0.031, -0.103], [0.029, 0.299, 0.285], [-0.099, -0.086, -0.365], [0.292, 0.029, -0.286], [-0.366, -0.058, 0.366], [-0.111, -0.069, -0.514], [0.272, -0.075, 0.327], [-0.103, 0.152, 0.213], [0.190, 0.081, 0.427], [0.182, -0.427, -0.560], [0.125, -0.052, -0.028], [-0.184, 0.076, -0.009], [-0.016, -0.056, -0.124], [0.142, -0.110, -0.056], [-0.557, 0.305, 0.175], [-0.044, 0.048, 0.208], [0.110, -0.200, 0.015], [-0.289, -0.058, 0.173], [-0.074, 0.048, 0.084], [0.550, -0.116, -0.387], [0.051, 0.034, 0.095], [-0.037, 0.121, 0.240], [0.109, -0.033, -0.187], [0.077, -0.154, -0.097], [-0.170, 0.027, 0.064], [0.000, -0.036, -0.126], [-0.057, -0.066, -0.061], [0.015, -0.093, -0.065], [-0.109, -0.037, -0.045], [-0.042, 0.004, 0.087], [-0.048, -0.101, -0.083], [0.182, 0.091, 0.065], [-0.015, -0.041, 0.028], [0.035, 0.084, 0.089], [-0.055, 0.080, 0.090], [-0.085, 0.018, -0.013], [-0.034, -0.036, -0.064], [0.021, -0.087, -0.094], [0.106, 0.056, 0.084], [-0.097, -0.016, -0.166], [-0.218, 0.221, 0.083], [-0.115, 0.018, 0.031], [0.020, -0.094, 0.049], [-0.040, 0.016, 0.120], [0.124, 0.001, 0.055], [-0.026, 0.093, 0.064], [0.010, 0.096, -0.066], [0.117, 0.067, 0.040], [0.152, -0.033, -0.033]]}